(1)
Below is C23H20O4 in the gas phase, with properties calculated with ωB97M-V/def2-TZVPD.

CARTESIAN COORDINATES (ANGSTROEM)
C: -2.533 1.241 2.656
C: -2.979 1.002 1.248
C: -3.298 2.041 0.391
C: -3.664 1.801 -0.924
C: -3.719 0.502 -1.390
C: -3.415 -0.554 -0.549
C: -3.043 -0.313 0.766
O: -2.757 -1.294 1.686
C: -2.181 -2.498 1.264
C: -0.763 -2.326 0.718
O: 0.125 -3.123 0.874
O: -0.659 -1.202 0.021
C: 0.641 -0.816 -0.424
C: 1.454 -0.376 0.805
O: 0.894 -0.150 1.851
C: 2.916 -0.262 0.640
C: 3.549 -0.196 -0.601
C: 4.926 -0.095 -0.668
C: 5.686 -0.067 0.491
C: 5.064 -0.129 1.728
C: 3.689 -0.220 1.802
C: 0.427 0.327 -1.385
C: -0.082 1.527 -0.905
C: -0.343 2.567 -1.778
C: -0.097 2.416 -3.132
C: 0.407 1.220 -3.614
C: 0.664 0.175 -2.744
H: -3.209 0.753 3.355
H: -2.497 2.304 2.877
H: -1.544 0.808 2.804
H: -3.245 3.057 0.756
H: -3.899 2.625 -1.580
H: -3.999 0.303 -2.414
H: -3.460 -1.562 -0.933
H: -2.129 -3.135 2.150
H: -2.783 -3.013 0.501
H: 1.131 -1.674 -0.900
H: 2.971 -0.199 -1.511
H: 5.412 -0.038 -1.631
H: 6.762 0.005 0.429
H: 5.654 -0.105 2.633
H: 3.184 -0.270 2.756
H: -0.286 1.635 0.149
H: -0.744 3.494 -1.400
H: -0.302 3.228 -3.814
H: 0.592 1.095 -4.671
H: 1.041 -0.764 -3.126

Force components x, y, z for each atom (eV/Å):
0.018 -0.073 -0.009
0.053 -0.312 0.086
-0.045 -0.076 -0.074
-0.059 0.098 -0.085
-0.024 0.025 -0.034
-0.043 -0.223 0.228
-0.305 0.484 -0.159
-0.062 0.289 -0.009
0.189 -0.244 -0.127
-0.114 -0.467 0.339
-0.038 0.044 -0.022
0.108 0.283 -0.236
-0.020 -0.176 0.077
-0.320 -0.141 -0.181
0.060 -0.020 -0.026
0.563 0.136 0.232
-0.174 -0.055 0.172
0.139 -0.005 -0.063
-0.024 0.014 -0.069
0.023 0.005 0.039
-0.152 -0.007 -0.084
-0.058 -0.089 -0.004
0.098 -0.062 -0.056
0.016 0.049 0.025
-0.001 0.046 -0.038
0.021 -0.027 -0.117
-0.027 -0.013 0.091
-0.003 0.006 0.131
-0.008 0.063 0.026
0.070 0.003 0.095
0.009 0.092 0.073
-0.019 0.072 -0.061
-0.018 -0.026 -0.080
0.024 -0.094 -0.022
0.055 0.067 -0.231
0.071 0.045 0.115
-0.046 0.212 0.054
-0.020 -0.016 -0.093
0.034 0.011 -0.075
0.086 0.007 -0.010
0.042 -0.007 0.072
-0.038 0.001 0.064
-0.047 0.020 0.160
-0.053 0.090 0.037
-0.014 0.073 -0.054
0.012 -0.002 -0.087
0.040 -0.103 -0.012

Calculated values
calculated total energy: -1189.4178 Ha
highest occupied orbital energy: -8.33 eV
molecular weight: 360.409 g mol⁻¹

=====

(2)
Below is 8 unconnected molecules or ions with the total composition C22H61F2N7O13S2 in a non-equilibrium geometry, with properties calculated with ωB97M-V/def2-TZVPD.

CARTESIAN COORDINATES (ANGSTROEM)
N: -6.923 -2.296 0.543
S: -7.024 -0.812 0.476
O: -7.139 -0.063 1.719
O: -7.573 -0.172 -0.733
F: -5.479 -0.756 0.215
S: -8.604 -2.388 0.768
O: -9.312 -2.265 -0.528
O: -9.210 -1.884 1.965
F: -8.595 -3.968 0.925
N: 0.169 -0.532 -0.070
O: 0.234 -0.162 -1.199
O: 1.025 -0.431 0.785
O: -0.879 -1.249 0.049
C: 0.201 -6.671 4.678
C: -0.898 -5.807 4.059
C: -0.961 -4.270 4.496
O: -2.073 -3.682 3.853
C: -2.188 -2.323 4.077
N: -0.585 -5.770 2.699
H: 1.127 -6.120 4.840
H: 0.449 -7.549 4.081
H: -0.149 -6.895 5.686
H: -1.847 -6.308 4.248
H: -0.065 -3.672 4.334
H: -1.146 -4.241 5.570
H: -1.286 -1.807 3.747
H: -2.335 -2.181 5.147
H: -3.121 -1.981 3.627
H: -0.358 -6.673 2.307
H: 0.305 -5.303 2.605
C: 5.213 -5.553 2.389
C: 4.581 -4.227 2.499
C: 5.592 -3.100 2.007
O: 6.103 -3.493 0.709
C: 7.222 -2.796 0.195
N: 3.402 -4.215 1.597
H: 6.069 -5.629 3.060
H: 5.556 -5.895 1.413
H: 4.494 -6.302 2.720
H: 4.247 -4.207 3.537
H: 6.394 -2.980 2.736
H: 5.132 -2.112 1.977
H: 7.856 -2.524 1.038
H: 7.120 -1.932 -0.462
H: 7.903 -3.347 -0.454
H: 2.983 -3.296 1.620
H: 3.530 -4.547 0.652
C: 1.768 3.168 5.057
C: 2.103 2.022 6.030
C: 0.874 1.374 6.725
O: 0.051 2.424 7.280
C: -1.023 1.936 8.139
N: 2.802 0.977 5.352
H: 2.641 3.725 4.718
H: 1.160 3.861 5.639
H: 1.165 2.952 4.176
H: 2.688 2.526 6.799
H: 1.208 0.658 7.475
H: 0.266 0.785 6.038
H: -0.592 1.846 9.137
H: -1.444 1.018 7.729
H: -1.898 2.581 8.216
H: 3.057 0.168 5.900
H: 2.313 0.609 4.548
C: -5.399 2.920 -4.266
C: -4.593 1.798 -4.996
C: -4.619 1.953 -6.469
O: -3.991 0.760 -6.996
C: -4.379 0.429 -8.283
N: -3.203 1.949 -4.492
H: -4.980 3.891 -4.530
H: -5.426 2.674 -3.204
H: -6.420 2.830 -4.637
H: -5.117 0.868 -4.778
H: -3.999 2.743 -6.890
H: -5.610 2.038 -6.916
H: -4.306 1.184 -9.066
H: -5.428 0.134 -8.271
H: -3.691 -0.351 -8.606
H: -2.900 2.904 -4.619
H: -3.294 1.819 -3.495
C: 2.805 4.601 -7.183
C: 2.414 3.325 -6.476
C: 3.141 2.945 -5.215
O: 2.875 1.616 -4.786
C: 3.796 1.229 -3.729
N: 0.954 3.186 -6.309
H: 3.830 4.506 -7.541
H: 2.588 5.477 -6.571
H: 2.268 4.709 -8.125
H: 2.715 2.505 -7.127
H: 2.803 3.663 -4.467
H: 4.180 3.265 -5.303
H: 3.413 0.456 -3.062
H: 3.954 2.046 -3.025
H: 4.804 1.113 -4.128
H: 0.696 3.123 -7.283
H: 0.525 4.078 -6.105
C: 1.170 5.468 -1.233
C: -0.289 5.215 -1.549
O: -0.657 5.599 -2.863
H: 1.763 6.191 -1.793
H: 1.856 4.636 -1.073
H: 1.178 5.872 -0.220
H: -0.874 5.825 -0.861
H: -0.573 4.182 -1.352
H: -0.275 6.382 -3.265

Force components x, y, z for each atom (eV/Å):
-5.065 -3.597 1.400
4.586 8.608 -1.715
-0.618 -0.661 -0.960
0.303 -1.019 2.051
1.514 1.168 -0.451
-2.126 -3.924 -3.368
0.913 0.090 2.878
0.433 -0.283 -0.478
-0.119 -0.341 0.654
-4.065 -4.151 -0.758
3.003 3.743 -3.906
1.474 0.818 1.677
-0.094 -0.368 3.166
-0.274 0.943 2.116
1.248 0.869 0.620
-1.393 -1.396 0.413
0.380 -1.595 -0.442
-0.310 0.192 0.673
0.134 0.363 -3.199
0.139 0.224 -0.302
-0.409 -0.052 0.174
0.297 -0.792 0.291
-0.301 0.400 -0.076
0.467 -0.340 -0.489
0.041 0.026 0.548
-0.175 0.403 -0.268
0.190 0.406 0.532
0.405 0.116 -0.467
-0.476 -0.398 0.049
0.091 0.618 -0.260
0.790 -1.977 0.362
-0.093 1.035 -3.139
-0.080 -0.509 0.403
-0.242 0.067 -0.161
0.988 0.244 0.848
-0.256 0.076 1.620
0.174 -0.002 0.091
-0.096 0.534 -0.201
-0.075 -0.085 0.086
0.024 1.083 -0.011
0.568 -0.278 0.011
-0.414 -0.035 -0.325
0.151 0.411 0.100
-1.257 0.546 0.449
-0.482 -1.312 0.177
-0.282 -0.019 -0.442
0.457 0.245 0.136
-0.698 0.377 0.573
-1.399 -0.100 -0.394
-0.670 1.491 -0.042
-0.875 -0.480 0.561
1.026 0.051 -0.710
1.398 -0.607 -0.570
0.236 -0.324 0.122
-0.021 0.207 -0.033
0.079 -0.626 0.032
0.395 -0.448 0.178
0.222 0.105 0.453
0.017 0.064 -0.463
-0.230 -0.518 0.145
0.310 -0.391 0.243
0.456 0.701 -0.381
-0.038 0.166 0.396
-0.226 0.310 -0.178
-0.617 -1.370 -1.240
0.112 2.601 1.424
1.013 -1.241 -1.666
-0.030 0.569 0.297
0.024 -0.415 -0.194
-0.662 -1.539 -0.219
-0.073 0.081 0.380
0.195 0.442 -0.008
-0.368 0.469 0.135
0.782 -0.347 0.304
-0.091 0.716 0.456
-0.398 0.030 0.286
0.234 0.812 0.156
-0.191 -0.512 -0.252
-0.403 -0.380 -0.001
-0.063 0.191 -0.130
0.539 -0.151 0.274
0.398 -0.175 -0.136
-0.464 -1.549 -0.329
-0.520 1.348 1.085
1.264 0.261 0.334
-0.346 1.445 -0.084
0.387 0.075 -0.973
0.394 0.528 0.509
0.408 0.175 -0.017
-0.485 -0.097 0.126
-0.257 -0.187 -0.475
-0.379 -0.006 0.716
0.686 -0.863 -0.273
-0.121 -0.457 -0.856
-0.369 0.554 0.079
0.006 -0.823 -0.236
-0.770 -0.641 -0.273
0.120 0.418 0.819
1.157 0.035 1.736
0.405 1.162 -0.249
-0.895 -1.107 -1.024
-0.615 0.157 -0.582
-0.430 -0.617 -0.663
0.031 0.321 0.217
-0.155 0.026 0.152
0.054 -0.018 -0.549
0.441 0.004 0.907

Calculated values
calculated total energy: -3231.9546 Ha
highest occupied orbital energy: -1.94 eV
molecular weight: 733.896 g mol⁻¹
charge: -2

=====

(3)
Below is a molecular structure, C28H26F2N in a non-equilibrium geometry, with properties calculated with ωB97M-V/def2-TZVPD.

CARTESIAN COORDINATES (ANGSTROEM)
F: -3.592 4.420 -2.266
C: -3.714 3.081 -1.980
C: -4.983 2.504 -2.043
C: -5.109 1.151 -1.680
C: -3.994 0.409 -1.323
C: -2.705 1.005 -1.268
C: -1.600 0.210 -0.840
C: -0.273 0.514 -1.041
C: 0.291 1.341 -1.945
C: 1.577 1.983 -2.133
C: 2.657 1.997 -1.214
C: 3.764 2.793 -1.480
F: 4.767 2.843 -0.541
C: 3.907 3.559 -2.630
C: 2.874 3.495 -3.575
C: 1.744 2.724 -3.337
C: -2.577 2.375 -1.619
H: -5.842 3.092 -2.353
H: -6.092 0.679 -1.682
H: -4.077 -0.656 -1.091
H: -1.848 -0.706 -0.298
H: 0.554 -0.137 -0.418
H: -0.387 1.610 -2.770
H: 2.626 1.412 -0.304
H: 4.789 4.181 -2.783
H: 2.955 4.064 -4.497
H: 0.946 2.688 -4.079
H: -1.607 2.866 -1.593
C: 0.099 -5.037 0.611
C: 1.402 -4.794 -0.153
C: 1.708 -3.293 -0.052
N: 0.753 -2.772 0.925
C: 0.727 -1.492 1.300
C: 1.329 -0.381 0.515
C: 1.386 0.813 1.503
C: 0.537 0.383 2.664
C: 0.141 -0.966 2.518
C: -0.680 -1.554 3.492
C: -1.012 -0.813 4.626
C: -0.589 0.520 4.772
C: 0.188 1.126 3.777
C: -0.116 -3.798 1.486
H: -0.741 -5.137 -0.082
H: 0.140 -5.938 1.225
H: 2.221 -5.351 0.310
H: 1.331 -5.099 -1.199
H: 2.739 -3.111 0.293
H: 1.602 -2.788 -1.025
H: 2.304 -0.628 0.075
H: 2.430 0.972 1.818
H: 1.031 1.760 1.077
H: -1.051 -2.566 3.357
H: -1.603 -1.282 5.412
H: -0.868 1.083 5.659
H: 0.539 2.154 3.863
H: -1.172 -3.492 1.491
H: 0.173 -4.018 2.526

Force components x, y, z for each atom (eV/Å):
-0.045 -1.239 0.172
-0.190 0.567 -0.222
0.408 -0.320 0.283
0.101 0.281 -0.307
0.572 0.142 0.242
-1.396 1.284 0.040
1.739 -0.322 0.161
-2.624 1.272 -1.602
-0.395 0.376 -1.046
0.905 0.676 -0.020
-0.202 0.178 -0.285
0.474 -0.040 0.490
-0.860 -0.163 -0.756
-0.447 -0.217 -0.099
0.190 -0.084 0.315
-0.222 -0.205 0.377
-0.172 -0.463 0.023
0.198 -0.049 0.141
0.269 0.154 -0.102
-0.099 0.385 0.039
0.050 -0.106 -0.430
0.254 -0.377 0.436
0.317 -0.635 -0.189
0.163 0.372 -0.250
-0.239 -0.230 0.100
-0.019 -0.104 0.151
0.204 0.070 0.180
-0.395 0.060 0.196
-0.362 0.156 -0.169
0.466 -0.060 0.071
0.218 0.031 -0.558
-0.255 1.135 0.269
0.702 0.220 -0.997
1.936 -1.886 3.514
0.087 -0.262 -0.261
0.069 -0.489 -0.286
-0.611 0.592 0.180
0.036 0.074 0.258
0.051 -0.008 -0.182
0.203 -0.202 -0.392
-0.205 -0.106 0.231
-0.035 -0.698 0.577
0.119 -0.056 0.079
-0.035 0.082 -0.153
-0.113 0.005 -0.153
0.035 -0.058 0.177
-0.365 0.028 -0.033
-0.123 -0.046 0.300
-0.446 -0.001 -0.219
-0.314 0.022 -0.008
0.005 -0.179 0.023
0.073 0.366 0.337
0.080 0.188 -0.238
0.063 -0.139 -0.156
-0.195 -0.221 0.090
0.389 0.112 -0.082
-0.014 0.137 -0.258

Calculated values
calculated total energy: -1336.7005 Ha
highest occupied orbital energy: -10.11 eV
molecular weight: 414.519 g mol⁻¹
charge: +1

=====

(4)
Below is a molecular structure, C17H39Br3NO17S4 in a non-equilibrium geometry, with properties calculated with ωB97M-V/def2-TZVPD.

CARTESIAN COORDINATES (ANGSTROEM)
N: 0.715 0.460 -0.265
O: 1.525 0.841 0.556
O: 0.849 -0.475 -1.051
O: -0.362 1.016 -0.365
O: 0.108 2.031 -3.237
C: 0.608 3.108 -2.851
O: 1.507 3.811 -3.572
C: 1.721 5.117 -3.031
C: 1.272 4.999 -1.538
C: 0.445 3.754 -1.535
H: 1.140 5.884 -3.542
H: 2.768 5.419 -3.059
H: 0.626 5.806 -1.194
H: 2.143 4.921 -0.887
H: -0.635 3.879 -1.450
H: 0.792 3.007 -0.821
O: -0.040 -3.188 -3.031
S: 0.351 -4.579 -3.002
O: 0.507 -5.356 -4.174
O: 1.586 -4.796 -1.894
C: 1.828 -3.762 -0.995
C: 2.902 -4.248 -0.031
C: -0.938 -5.572 -2.022
H: 0.997 -3.438 -0.369
H: 2.228 -2.963 -1.619
H: 2.576 -5.057 0.623
H: 3.362 -3.580 0.697
H: 3.725 -4.751 -0.538
H: -0.543 -6.532 -2.351
H: -1.927 -5.229 -2.330
H: -0.669 -5.283 -1.006
O: -2.907 5.002 -3.963
S: -3.230 3.963 -2.949
O: -2.684 2.653 -3.120
O: -2.998 4.497 -1.372
C: -2.897 3.503 -0.361
C: -2.600 4.290 0.959
C: -5.063 3.834 -2.764
H: -2.173 2.704 -0.522
H: -3.825 2.933 -0.340
H: -2.817 3.600 1.775
H: -3.353 5.064 1.107
H: -1.572 4.639 1.049
H: -5.328 3.075 -2.029
H: -5.394 3.605 -3.778
H: -5.428 4.820 -2.477
O: 3.525 -2.066 4.678
S: 3.970 -1.451 3.375
O: 5.304 -1.610 2.819
O: 2.869 -1.972 2.219
C: 1.452 -1.811 2.542
C: 1.072 -3.164 3.094
C: 3.607 0.329 3.379
H: 0.908 -1.611 1.618
H: 1.139 -0.978 3.171
H: 0.019 -3.417 2.977
H: 1.294 -3.363 4.143
H: 1.702 -3.889 2.578
H: 4.465 0.728 3.920
H: 2.656 0.565 3.857
H: 3.641 0.588 2.320
O: -1.597 -1.863 -0.310
S: -2.052 -2.669 0.804
O: -1.494 -3.973 1.141
O: -1.954 -1.751 2.190
C: -2.013 -0.362 2.019
C: -2.494 0.203 3.358
C: -3.857 -2.842 0.707
H: -2.629 -0.027 1.184
H: -1.032 0.042 1.769
H: -3.479 -0.166 3.647
H: -2.472 1.291 3.312
H: -1.730 -0.103 4.072
H: -4.185 -3.236 1.668
H: -4.210 -3.481 -0.103
H: -4.240 -1.852 0.459
C: 4.458 0.041 -0.684
Br: 6.037 0.344 0.422
Br: 4.801 -1.347 -2.116
Br: 3.980 1.770 -1.496
H: 3.639 -0.328 -0.066

Force components x, y, z for each atom (eV/Å):
-2.131 -1.229 -2.355
2.530 0.258 1.856
2.469 -1.499 0.044
-2.693 2.426 0.984
1.909 3.946 0.893
-1.047 -4.207 -1.391
0.450 0.604 -1.141
-0.288 0.197 1.471
-0.111 0.538 -0.376
-0.565 -1.002 0.487
-0.154 -0.267 -0.334
0.050 -0.431 -0.409
0.428 0.419 -0.168
-0.098 -0.014 0.028
0.202 0.242 0.515
-0.388 0.042 0.246
0.988 -1.166 -0.311
-2.708 0.753 3.761
1.419 -0.283 -1.013
-1.622 -1.741 -2.708
1.782 1.717 1.244
0.856 -1.393 0.355
2.415 1.735 -0.928
-0.546 0.024 -0.626
-0.315 0.580 0.624
-0.765 -0.155 -0.034
-0.406 0.713 -0.628
0.149 0.332 -0.499
-0.930 -0.330 0.526
0.161 -0.428 -0.068
-0.513 -0.435 0.109
-0.724 -1.797 3.050
-0.952 1.088 -0.429
-0.210 0.563 0.363
0.739 0.271 -2.695
0.206 -0.121 1.476
-1.056 -1.309 -0.527
1.111 0.563 -0.847
0.625 0.424 -0.416
-0.469 0.299 0.435
0.365 -0.199 0.136
0.306 0.373 -0.286
-0.192 0.068 -0.237
0.217 0.024 -0.222
-0.235 -0.214 0.184
0.075 -0.104 0.016
1.663 1.570 -3.230
-2.397 -0.937 1.217
-1.889 -0.392 0.911
1.694 1.907 1.229
-0.455 -1.165 0.140
-0.479 -0.862 0.492
0.631 -1.057 -0.011
0.539 -0.143 -0.412
0.849 0.144 0.320
0.089 0.110 -0.308
0.223 0.663 0.148
-0.412 -0.157 -0.283
-0.167 0.270 -0.035
0.198 -0.177 -0.128
-0.145 0.279 0.147
-0.458 -1.349 1.457
-0.013 0.273 -0.052
-0.563 1.731 -0.389
-0.120 -2.522 -1.560
-0.108 1.957 0.318
0.800 -0.081 -0.572
0.400 0.253 -0.032
-0.295 -0.383 -0.089
0.126 -0.088 0.059
0.068 0.027 -0.004
-0.185 0.017 0.017
-0.289 -0.002 0.397
-0.077 0.223 -0.099
0.622 -0.243 0.015
-0.012 0.077 0.447
0.466 0.129 -0.962
-0.362 -0.268 -0.418
-0.216 1.053 1.132
-0.013 -0.920 0.205
-0.047 0.187 -0.224

Calculated values
calculated total energy: -11319.5812 Ha
energy relative to the best compared isomer or geometry (same formula, charge and spin): 0.0 kJ/mol
highest occupied orbital energy: -5.17 eV
molecular weight: 897.469 g mol⁻¹
charge: -1